Entry 1:
Below is a molecular structure, C25H25Cl3GeN4O5S2Sr at a distorted geometry, with properties calculated with ωB97M-V/def2-TZVPD.

**Multiplicity**: 2
**Orbital gap (alpha / beta)**: 5.72 / 6.71 eV
**ΔE to the lowest compared entry with this formula, charge and spin**: 0.0 kcal/mol
**Charge**: -1
**E_LUMO (alpha / beta)**: 1.7864 / 1.6987 eV
**⟨S²⟩**: 0.754

Element x y z (Å)
Sr -2.0875 0.4988 0.3581
C 0.9565 -0.0542 -1.9782
C 1.0921 0.1394 -0.4739
N 0.9593 -0.8047 0.3803
N 1.2083 -0.4564 1.6936
C 0.4358 -0.9436 2.5715
S -1.0124 -1.7993 2.3487
S 0.8051 -0.6514 4.2660
C 2.1417 0.5781 4.1898
C 3.5196 0.1068 3.7803
C 4.5033 1.1323 3.6993
C 5.7910 0.8644 3.3418
C 6.1502 -0.4537 3.0765
C 5.1894 -1.4476 3.0861
C 3.8776 -1.1736 3.4246
C 1.5634 1.4841 -0.0547
C 2.8860 1.8507 -0.3364
C 3.4569 3.0102 0.1161
C 2.6455 3.8385 0.8890
C 1.3476 3.4670 1.2191
C 0.7536 2.2708 0.7615
O -0.4831 2.0328 1.0742
H 0.7055 -1.0936 -2.1630
H 0.2110 0.6212 -2.3884
H 1.9289 0.1935 -2.4605
H 1.7796 1.3591 3.5173
H 2.1432 1.0320 5.1901
H 4.1889 2.1304 3.9162
H 6.5334 1.6638 3.2783
H 7.1570 -0.6349 2.7666
H 5.4508 -2.4680 2.8530
H 3.1559 -1.9524 3.4740
H 3.4771 1.1416 -0.8849
H 4.4735 3.2926 -0.0661
H 3.0828 4.7404 1.3404
H 0.7701 4.0878 1.8964
C -6.9916 1.9191 0.2401
O -6.6837 0.5095 0.0733
C -5.3243 0.3304 0.1669
O -4.5257 1.2530 0.1633
N -5.0616 -0.9595 0.3566
N -3.8710 -1.4240 0.9514
H -6.3403 2.5398 -0.3359
H -6.7663 2.1350 1.3159
H -8.0067 2.0460 -0.0456
H -5.8694 -1.5514 0.4800
H -3.4631 -2.2377 0.4495
H -4.1015 -1.7594 1.8829
Cl -1.6859 -4.7805 0.7396
Ge -0.1625 -3.2400 0.3787
Cl 0.6283 -3.8894 -1.6271
Cl 1.4816 -4.2383 1.6029
O -1.9613 -1.3164 -1.5522
C -2.3081 -0.5240 -2.4415
O -2.8070 0.5908 -2.2531
C -2.0029 -0.9299 -3.8523
C -1.2937 -2.1205 -4.1130
C -0.9005 -2.3280 -5.4190
C -1.2147 -1.3762 -6.3866
C -1.9167 -0.2134 -6.0869
C -2.3077 0.0228 -4.7981
H -1.0889 -2.7394 -3.2387
H -0.3270 -3.2060 -5.6899
H -0.8747 -1.5615 -7.3837
H -2.1458 0.5665 -6.8272
H -2.8646 0.8792 -4.4531

=====

Entry 2:
Below is a molecular structure, C6H12O, with properties calculated with ωB97M-V/def2-TZVPD.

**Multiplicity**: 1
**Orbital gap**: 7.91 eV
**ΔE to the lowest compared entry with this formula, charge and spin**: 180.5 kcal/mol
**Charge**: 0
**E_LUMO**: 0.8382 eV

Element x y z (Å)
C -1.4555 1.5019 -0.2047
C -0.4124 1.0883 0.8243
O -1.0341 0.3752 1.9272
C -0.5838 -0.9064 1.4427
C 0.5153 -0.1245 0.7559
C 1.9664 -0.5389 -0.4646
C 0.3390 -0.8249 -1.2195
H -2.0771 2.2943 0.2255
H -0.9884 1.8952 -1.1152
H -2.1207 0.6762 -0.4771
H 0.0995 1.9895 1.1925
H -1.3675 -1.4054 0.8421
H -0.2902 -1.5671 2.2674
H 2.3744 0.4557 -0.2905
H 2.3642 -0.8447 -1.4555
H 2.3802 -1.2472 0.2495
H 0.4863 -0.2031 -2.1031
H -0.7080 -0.7379 -0.9443
H 0.5124 -1.8763 -1.4524

=====

Entry 3:
Below is a single C3H2F3NO molecule at a distorted geometry, with properties calculated with ωB97M-V/def2-TZVPD.

**Multiplicity**: 1
**Orbital gap**: 10.08 eV
**ΔE to the lowest compared entry with this formula, charge and spin**: 75.7 kcal/mol
**Charge**: 0
**E_LUMO**: 0.6084 eV

Element x y z (Å)
C 1.8283 1.5110 0.3520
C 0.4694 -0.3608 -0.2694
C -1.8072 -0.4081 0.1404
N -0.7312 -0.9819 0.1943
O 0.6745 1.0480 0.1674
F 2.8531 0.6692 0.5491
F -2.8979 -0.7787 0.7386
F -2.0981 0.6876 -0.4344
H 1.3093 -1.0342 -0.0262
H 0.3996 -0.3521 -1.4118

=====

Entry 4:
Below is 2 unconnected molecules or ions with the total composition C4H12 at a distorted geometry, with properties calculated with ωB97M-V/def2-TZVPD.

**Multiplicity**: 2
**Orbital gap (alpha / beta)**: 2.74 / 12.06 eV
**ΔE to the lowest compared entry with this formula, charge and spin**: 16.5 kcal/mol
**Charge**: -1
**E_LUMO (alpha / beta)**: 4.2578 / 4.4812 eV
**⟨S²⟩**: 0.750

Element x y z (Å)
C 0.2570 -1.8347 -0.4879
C -0.1375 -2.7118 0.7111
H 0.1043 -0.8068 -0.0955
H 1.2970 -2.0739 -0.7728
H -0.2375 -2.1479 -1.3920
H -0.2712 -3.7473 0.5142
H 0.4211 -2.5859 1.6416
H -1.1746 -2.3950 0.8912
C 0.6159 2.1682 -0.4970
C -0.6804 2.4983 0.2705
H 1.2964 1.6314 0.1751
H 0.5371 1.5306 -1.3950
H 1.1716 3.0356 -0.9316
H -1.5717 2.0877 -0.2647
H -0.9914 3.5205 0.4643
H -0.6361 1.8311 1.1685